Entry 1:
Entry from the OMol25 dataset: a structure of composition C47H53BrIN8O8S3Tl at a distorted geometry (the ωB97M-V functional and the def2-TZVPD basis).

```
122
Properties=species:S:1:pos:R:3
Tl -1.87351 0.25131 1.80365
C -1.93941 3.40328 -2.14906
O -2.34043 4.40117 -1.29713
C -3.40962 4.08686 -0.51075
C -4.62408 4.75082 -0.66748
C -5.74394 4.44962 0.12501
C -5.52544 3.61367 1.22778
C -4.28386 3.09163 1.51338
C -4.27383 2.36012 2.80164
N -3.32039 1.68507 3.34609
N -3.60388 1.31536 4.64760
C -2.60903 0.54882 5.17169
O -1.58839 0.09755 4.59801
C -2.69627 0.33625 6.65614
C -3.89374 0.28987 7.35719
C -3.98265 -0.07381 8.66104
C -2.81054 -0.28247 9.41005
C -1.59588 -0.17436 8.78870
C -1.51474 0.10031 7.36707
C -3.19877 3.19267 0.60330
O -2.08240 2.60143 0.79036
H -0.86767 3.59105 -2.38829
H -2.49287 3.46666 -3.11347
H -2.09715 2.39337 -1.73499
H -4.63780 5.49869 -1.46502
H -6.64014 5.00383 -0.04521
H -6.31479 3.36168 1.97287
H -5.08382 2.63915 3.40840
H -4.75760 0.47010 6.75643
H -4.94788 -0.26977 9.10201
H -2.87333 -0.51675 10.44044
H -0.69593 -0.37477 9.32798
H -0.53465 0.16874 6.91175
C -5.53790 -3.82000 1.64227
O -5.95543 -2.64491 0.97055
C -4.95656 -1.72448 0.99521
O -3.94220 -1.87364 1.66419
N -5.30277 -0.63006 0.24482
N -4.30840 0.34056 0.06218
H -6.46102 -4.36647 1.73486
H -5.11439 -3.56925 2.60142
H -4.80013 -4.42351 1.07495
H -5.92314 -0.78115 -0.54297
H -4.74138 1.26717 0.12735
H -3.86605 0.25055 -0.87024
O 0.49919 -0.19053 -1.39549
H -0.32457 -0.64252 -1.74153
H 0.54614 0.66571 -1.84900
Br 2.04933 -4.87807 4.16665
C 1.37102 -4.44940 2.39269
C 1.86872 -5.21338 1.35098
C 1.38131 -4.96238 0.04032
C 0.54150 -3.90836 -0.26792
C 0.13955 -3.10803 0.79407
C 0.50068 -3.44582 2.13694
I -0.37649 -2.21188 3.61860
H 2.61139 -5.97677 1.49069
H 1.69049 -5.67931 -0.74169
H 0.22644 -3.69065 -1.26605
H -0.50388 -2.31118 0.65895
C 7.92780 0.42778 -3.84028
C 6.58715 0.95655 -3.54997
C 6.31514 2.22186 -2.95495
C 4.96840 2.56264 -2.67555
C 4.63635 3.96255 -2.11636
C 3.97697 1.63981 -2.88929
C 4.24718 0.35399 -3.38785
C 3.13170 -0.69112 -3.52872
C 5.55464 0.05832 -3.72226
C 2.55977 2.03772 -2.60178
O 1.76853 2.21552 -3.52785
O 2.33588 2.04860 -1.33910
H 8.31894 0.91619 -4.70788
H 7.89529 -0.70175 -4.06487
H 8.56690 0.57778 -2.97279
H 7.18596 2.94500 -2.78351
H 5.58100 4.50641 -2.03096
H 4.13731 3.83159 -1.10941
H 3.95439 4.48325 -2.77676
H 2.31340 -0.30426 -4.12960
H 2.82351 -0.86888 -2.52721
H 3.60314 -1.60728 -3.97828
H 5.75033 -0.85353 -4.26226
S -3.18823 -4.60159 -6.73443
C -2.64297 -3.91372 -5.21213
S -3.75761 -3.45750 -3.91845
C -2.49995 -2.79511 -2.96799
N -1.31830 -3.00577 -3.51628
N -1.42051 -3.60944 -4.77545
C -0.27389 -3.68219 -5.55949
C 0.62770 -2.59561 -5.47205
C 1.75543 -2.65318 -6.26536
C 2.01153 -3.69092 -7.16680
C 1.08637 -4.74084 -7.24290
C -0.09507 -4.70587 -6.50368
S -2.74246 -2.04149 -1.46858
H 0.43875 -1.81778 -4.71386
H 2.50118 -1.90504 -6.16989
H 2.86116 -3.63020 -7.83047
H 1.16935 -5.52656 -8.02289
H -0.84736 -5.44611 -6.68046
C 2.17163 3.21443 1.23374
C 0.90820 2.74011 2.02681
N 1.25375 1.50349 2.62908
C 1.59807 0.52236 1.63282
C 3.01696 0.79711 1.14286
N 3.32389 2.21760 1.52681
C 3.59218 2.25562 3.01945
C 2.27349 1.63685 3.67442
H 2.59442 4.19161 1.43772
H 2.05634 3.13076 0.20179
H 0.10893 2.67159 1.30070
H 0.61495 3.42369 2.78883
H 0.93534 0.47307 0.77131
H 1.54950 -0.50539 2.04092
H 3.14252 0.78471 0.04144
H 3.76040 0.12550 1.54886
H 4.18589 2.48269 1.08976
H 3.68613 3.28134 3.27989
H 4.52135 1.70816 3.22079
H 1.92121 2.27842 4.44820
H 2.52304 0.66706 4.13247
```

## Properties
**Multiplicity**: 1
**Charge**: -2
**DFT total energy**: -7101.51832 Ha
**Energy relative to the best compared isomer or geometry (same formula, charge and spin)**: 1.734 eV
**HOMO energy**: -2.2 eV
**HOMO-LUMO gap**: 0.1982 Ha

=====

Entry 2:
Entry from the OMol25 dataset: a structure of composition C47H53I2N4OPS2Y (the ωB97M-V functional and the def2-TZVPD basis).

```
111
Properties=species:S:1:pos:R:3
Y 0.24484 0.00946 0.25976
C -1.03001 0.82924 -3.02328
N -1.60207 0.98973 -1.66853
C -1.65658 2.44647 -1.41759
C -2.37200 2.80605 -0.14121
N -1.83291 2.16996 1.08910
C -2.93984 1.53206 1.82631
C -1.11797 3.14471 1.89219
C -1.80093 3.88445 2.85754
C -1.16219 4.85579 3.61382
C 0.18572 5.10186 3.39350
C 0.86812 4.37450 2.42929
C 0.24119 3.38628 1.65599
S 1.19562 2.52523 0.44401
C -2.91282 0.35397 -1.63459
C -3.93745 0.89792 -2.41105
C -5.19755 0.32946 -2.46248
C -5.44040 -0.82397 -1.72186
C -4.42934 -1.37276 -0.95174
C -3.14218 -0.80374 -0.87786
S -1.97097 -1.56725 0.19713
H -1.02395 -0.21319 -3.30329
H -0.00927 1.21043 -3.02686
H -1.62563 1.38865 -3.75542
H -2.15297 2.96474 -2.24868
H -0.63239 2.79939 -1.37907
H -3.41876 2.51656 -0.22665
H -2.34782 3.89255 -0.03784
H -2.63264 1.33708 2.84627
H -3.83680 2.16386 1.84476
H -3.19650 0.58978 1.34965
H -2.85280 3.68795 3.03110
H -1.71347 5.40923 4.36583
H 0.70941 5.85154 3.97816
H 1.92395 4.55012 2.25758
H -3.73950 1.79286 -2.99276
H -5.97604 0.77919 -3.06807
H -6.41909 -1.29289 -1.74286
H -4.61450 -2.26315 -0.36165
I 4.43575 1.45586 -2.81550
C 3.29992 -0.22833 -3.28124
C 3.71953 -1.06106 -4.33606
C 2.97285 -2.14207 -4.71399
I 3.67404 -3.32071 -6.29533
C 1.75476 -2.44378 -4.05046
C 0.88222 -3.50732 -4.38809
C -0.26606 -3.69526 -3.67739
C -0.54933 -2.84161 -2.59261
N 0.23528 -1.85551 -2.24886
C 1.36283 -1.62326 -2.96516
C 2.13500 -0.46450 -2.54667
O 1.73084 0.27515 -1.58343
H 4.64030 -0.82952 -4.85533
H 1.13676 -4.15830 -5.21548
H -0.95138 -4.49693 -3.92293
H -1.43744 -2.97733 -1.98044
C 1.37229 -4.52872 -0.44665
C 2.57795 -3.57578 -0.46558
C 3.89426 -4.34831 -0.33025
P 2.27845 -2.11001 0.62845
C 4.00719 -1.40621 0.79267
C 4.02275 0.12155 0.82400
C 4.78619 -1.97312 1.97782
C 1.86171 -2.73468 2.27224
C 2.24018 -3.98928 2.75386
C 2.03417 -4.39921 4.06202
C 2.42319 -5.77665 4.54256
C 1.45355 -3.46137 4.91226
C 1.04918 -2.21771 4.46795
C 1.17706 -1.81919 3.11063
N 0.71780 -0.60009 2.63640
C 0.03272 0.17848 3.62575
C 0.67248 1.30110 4.19136
C 2.10977 1.59643 3.87089
C -0.00711 2.10706 5.09430
C -1.30421 1.81817 5.50543
C -2.02592 2.72324 6.47187
C -1.88981 0.66638 5.01051
C -1.24778 -0.16125 4.08532
C -1.97073 -1.40752 3.64072
H 1.30442 -5.07321 -1.39346
H 0.42933 -4.00272 -0.29003
H 1.46861 -5.26347 0.35661
H 2.61006 -3.09796 -1.44498
H 3.97770 -4.89234 0.61079
H 4.76963 -3.70459 -0.42119
H 3.94863 -5.08524 -1.13936
H 4.50022 -1.72416 -0.12873
H 3.66645 0.48375 1.78691
H 3.40481 0.56403 0.04632
H 5.04385 0.49072 0.67841
H 4.29640 -1.71576 2.92007
H 5.79538 -1.54472 1.98927
H 4.87514 -3.06194 1.94433
H 2.74427 -4.67615 2.08783
H 2.98045 -6.31543 3.77231
H 1.54550 -6.37983 4.79290
H 3.05153 -5.73364 5.43750
H 1.31357 -3.71024 5.96158
H 0.61358 -1.52723 5.17749
H 2.23208 1.90727 2.83154
H 2.72290 0.70367 4.01841
H 2.48535 2.39098 4.51956
H 0.49517 2.98774 5.49056
H -1.54159 2.72644 7.45291
H -3.06179 2.40664 6.61046
H -2.03157 3.75499 6.10674
H -2.89318 0.39538 5.33701
H -2.26712 -1.99532 4.51493
H -1.36652 -2.03714 2.99884
H -2.87563 -1.15757 3.08345
```

## Properties
**Multiplicity**: 1
**Charge**: -1
**DFT total energy**: -3888.80280 Ha
**Energy relative to the best compared isomer or geometry (same formula, charge and spin)**: 0.000 eV
**HOMO energy**: -4.4 eV
**HOMO-LUMO gap**: 0.2342 Ha